Density functional theory data (ωB97M-V with the def2-TZVPD basis set) for a molecular structure, C5H11Cl10OSn at a distorted geometry.

Each line ends with the Mulliken charge.
Atoms and positions in Å:
Sn: -6.01017 -1.54694 0.25791  1.368
O: -1.81268 -0.66175 0.05594  -0.615
H: -0.97352 -0.17567 0.17448  0.238
C: 0.04891 0.66994 4.03070  -0.141
Cl: 1.02970 -0.57708 4.81037  -0.145
Cl: 0.11262 2.25442 4.82951  -0.143
H: 0.34892 0.79366 2.99013  0.192
H: -0.97369 0.29985 4.10444  0.237
C: 0.41526 -4.31648 1.08003  -0.177
Cl: 1.91429 -3.43288 0.72645  -0.143
Cl: 0.76373 -6.02394 1.42114  -0.147
H: -0.08020 -3.83622 1.92381  0.245
H: -0.23090 -4.22728 0.20674  0.224
C: -1.66970 4.04567 -0.07553  -0.122
Cl: -3.40742 4.30194 -0.54021  -0.174
Cl: -0.92714 5.50658 0.69551  -0.128
H: -1.63771 3.16900 0.57142  0.171
H: -1.11404 3.81012 -0.98319  0.256
C: 3.42027 1.70935 -0.95514  -0.095
Cl: 3.41632 3.07144 -2.14348  -0.147
Cl: 4.33110 2.24981 0.49955  -0.141
H: 2.40835 1.39161 -0.70381  0.125
H: 3.98403 0.87554 -1.37351  0.259
C: -0.69530 -1.80093 -4.21365  -0.183
Cl: 0.32792 -1.10045 -5.47804  -0.127
Cl: -1.35543 -3.43989 -4.65800  -0.168
H: -0.12893 -1.89555 -3.28717  0.228
H: -1.50458 -1.11388 -3.96640  0.251

Values from the calculation:
- Electronic energy: -5087.96474 hartree
- Net charge: +1
- Frontier orbital gap: 3.08 eV



Density functional theory data (ωB97M-V with the def2-TZVPD basis set) for a molecular structure, C35H29GeN6RhS2 at a distorted geometry.

Each line ends with the Mulliken spin population.
Atoms and positions in Å:
Rh: -0.71053 0.26077 -0.91087  2.767
C: 3.50455 -0.23356 -2.21030  0.012
C: 2.18716 -0.44910 -1.79573  0.033
N: 1.32772 0.56262 -1.55702  0.154
C: 1.76412 1.83717 -1.65107  -0.010
C: 3.11890 2.14285 -1.99878  0.002
C: 3.96954 1.05885 -2.32748  0.005
C: 3.49436 3.52928 -2.10167  0.001
C: 2.59975 4.56023 -2.00652  -0.001
C: 1.24661 4.24336 -1.54982  0.015
C: 0.26562 5.23250 -1.28905  -0.003
C: -0.97357 4.87396 -0.82719  0.019
C: -1.25648 3.49795 -0.70191  -0.004
N: -0.39022 2.54557 -1.00999  0.102
C: 0.85227 2.89111 -1.40370  -0.002
H: 4.11359 -1.10812 -2.42022  0.000
H: 1.80152 -1.44744 -1.68275  -0.020
H: 4.94922 1.24558 -2.73650  0.000
H: 4.52250 3.76812 -2.36758  0.000
H: 2.89069 5.60162 -2.06518  0.000
H: 0.54124 6.24834 -1.48580  0.000
H: -1.71014 5.61692 -0.52575  0.001
H: -2.24158 3.22997 -0.41725  0.010
N: -3.68115 2.12764 -2.50774  0.041
C: -3.74303 0.83112 -2.16460  0.067
N: -2.73386 0.02522 -2.00054  0.001
C: -3.21890 -1.26467 -1.79561  -0.007
C: -4.57216 -1.39088 -1.72619  0.213
S: -5.32230 0.13618 -1.91530  0.073
C: -2.29850 -2.32786 -1.92582  0.171
C: -2.62296 -3.69053 -1.84370  0.243
S: -1.36342 -4.65477 -2.26560  0.123
C: -0.37938 -3.23670 -2.57180  0.095
N: -0.97471 -2.09426 -2.25844  0.043
N: 0.81612 -3.37239 -3.12469  0.119
H: -2.81709 2.55118 -2.78127  -0.004
H: -4.52656 2.55995 -2.85010  -0.001
H: -5.17021 -2.27756 -1.62773  -0.001
H: -3.54922 -4.12312 -1.56345  -0.005
H: 1.13013 -4.31043 -3.44002  -0.005
H: 1.34315 -2.55455 -3.37405  -0.007
C: -2.11163 1.44561 2.57158  0.042
Ge: -1.15445 0.01432 1.63605  0.140
C: -1.70637 -1.73143 2.29924  0.104
C: -1.67894 -1.81004 3.67829  0.034
C: -2.12398 -2.94298 4.31827  0.006
C: -2.67544 -3.95571 3.56641  0.001
C: -2.89589 -3.80652 2.19990  0.018
C: -2.37226 -2.71429 1.54795  -0.035
C: 0.73486 0.53762 1.70345  0.132
C: 1.08874 1.84277 1.95425  0.125
C: 2.41967 2.16245 2.33804  -0.015
C: 3.37692 1.17260 2.33468  0.119
C: 3.05900 -0.17163 2.06955  -0.022
C: 4.05156 -1.18769 2.16764  0.047
C: 3.73851 -2.48043 1.80497  -0.009
C: 2.38963 -2.79984 1.45766  0.043
C: 1.44141 -1.83416 1.45837  0.044
C: 1.72112 -0.47308 1.72842  -0.036
H: -1.92279 1.28087 3.63816  0.007
H: -3.17023 1.40972 2.40012  0.007
H: -1.74361 2.43189 2.32406  -0.003
H: -1.25667 -0.99338 4.23975  -0.001
H: -2.05626 -3.08202 5.40973  -0.002
H: -2.91516 -4.89268 4.00919  0.000
H: -3.40027 -4.58441 1.61822  -0.002
H: -2.44801 -2.61955 0.48769  0.049
H: 0.32781 2.61788 1.88058  0.007
H: 2.67902 3.17867 2.64038  0.004
H: 4.37711 1.41850 2.67235  0.000
H: 5.05990 -0.88713 2.38654  0.001
H: 4.46685 -3.30179 1.81050  0.000
H: 2.08986 -3.79939 1.21730  0.002
H: 0.42716 -2.08691 1.20951  -0.048

Values from the calculation:
- Relative energy (zero: lowest compared OMol25 entry of this formula, charge and spin): 0.00 kJ/mol
- Electronic energy: -4662.54898 hartree
- Net charge: +3
- Frontier orbital gap (spin up / spin down): 6.18 / 4.08 eV
- Multiplicity: 6



Density functional theory data (ωB97M-V with the def2-TZVPD basis set) for 2 unconnected molecules or ions with the total composition C13H11N2O at a distorted geometry.

Each line ends with the Mulliken charge.
Atoms and positions in Å:
C: -1.39237 0.32642 -1.24326  -1.108
C: -2.34868 1.31831 -1.44534  0.358
N: -3.22771 2.09221 -1.57685  -0.701
C: -0.01695 0.56772 -1.46171  1.182
C: 0.94875 -0.48355 -1.53730  -0.724
C: 2.30145 -0.19775 -1.60627  -0.484
C: 2.74773 1.13526 -1.62819  0.414
C: 4.15113 1.43172 -1.64405  0.104
N: 5.29482 1.68249 -1.63949  -0.615
C: 1.81263 2.17957 -1.62699  -0.572
C: 0.45627 1.90975 -1.57962  -0.570
H: -1.73953 -0.69374 -1.07298  0.378
H: 0.59511 -1.51733 -1.55399  0.378
H: 3.03936 -1.00213 -1.65344  0.385
H: 2.16299 3.21167 -1.67767  0.380
H: -0.26482 2.72788 -1.61783  0.322
C: -0.76714 -2.80039 2.98527  -1.075
C: -1.60964 -1.85328 2.15886  0.901
C: -1.18346 -0.44782 2.09668  -0.304
C: -1.90313 0.41291 1.35757  -0.739
O: -2.60440 -2.24693 1.54396  -0.637
H: 0.07052 -2.29796 3.47558  0.309
H: -1.40057 -3.26280 3.74888  0.293
H: -0.38141 -3.60307 2.34631  0.255
H: -0.26631 -0.17349 2.62224  0.203
H: -1.60505 1.46076 1.29080  0.291
H: -2.86958 0.12356 0.93884  0.377

Values from the calculation:
- Relative energy (zero: lowest compared OMol25 entry of this formula, charge and spin): 0.00 kJ/mol
- Electronic energy: -686.74365 hartree
- Net charge: -1
- Frontier orbital gap: 6.40 eV



Density functional theory data (ωB97M-V with the def2-TZVPD basis set) for a molecular structure, C4H9NO at a distorted geometry.

Each line ends with the Mulliken charge.
Atoms and positions in Å:
C: -0.23920 -1.80021 -0.85622  -0.633
C: 0.18273 -1.50386 0.55952  -0.040
C: 0.85043 -0.32351 0.96970  -0.722
C: 0.23753 0.81337 0.42382  0.643
N: 0.85189 2.11639 0.43176  -0.608
O: -0.97104 0.81429 -0.05036  -0.702
H: -0.29165 -2.90391 -1.15888  0.304
H: 0.42303 -1.19917 -1.51431  0.250
H: -0.97167 -1.17411 -0.11976  0.237
H: 0.03272 -2.09565 1.45218  0.373
H: -3.51209 -1.17454 -4.83544  0.013
H: -3.75709 -0.66172 -4.37418  -0.013
H: 1.80406 -0.13204 1.40930  0.371
H: 1.73580 2.19192 -0.08368  0.243
H: 0.15300 2.70548 0.02438  0.283

Values from the calculation:
- Relative energy (zero: lowest compared OMol25 entry of this formula, charge and spin): 584.10 kJ/mol
- Electronic energy: -287.60998 hartree
- Net charge: 0
- Frontier orbital gap: 7.42 eV



Q: Which of these has the highest electronic energy?
A: C4H9NO



Q: Among the records above, which one has the highest net charge?
A: C35H29GeN6RhS2